No. 1
The following is a quantum chemistry calculation of C24H27BeNOSi as an isolated structure, from OMol25.

XYZ file:
```
55
Properties=species:S:1:pos:R:3:forces:R:3
C -0.78664 -1.86560 -1.00916 0.883 -0.108 -0.550
C -0.14308 -1.41337 -2.18637 -0.292 0.079 0.544
C 1.24056 -1.29745 -1.92928 0.236 -0.665 0.244
H -0.61881 -1.24080 -3.14715 0.023 0.199 0.230
C 1.50990 -1.77155 -0.63334 -0.941 0.115 -0.271
C 0.23995 -2.04471 0.00041 0.403 -0.621 -0.659
H 0.10470 -2.57718 0.94313 0.054 0.090 -0.279
H -1.79327 -2.26807 -0.95104 0.028 0.390 0.151
H 1.97897 -0.97399 -2.65426 -0.091 -0.071 0.128
H 2.48188 -2.02633 -0.22327 -0.169 0.502 0.116
Be -0.23938 -0.31927 0.36571 0.838 -0.290 0.503
C -0.59290 5.54655 -2.36306 -0.620 0.896 -0.372
H 0.38063 5.28502 -1.94283 -0.227 0.109 -0.132
H -0.53464 5.62277 -3.45841 -0.055 0.080 0.397
H -1.35219 4.73532 -2.10756 0.562 1.349 -0.641
Si -0.84801 3.00710 -1.66351 0.063 -2.945 0.542
C -2.59218 2.24863 -1.52605 -0.121 0.969 0.876
C -3.21848 1.04123 -1.93486 -0.219 0.336 -0.406
H -2.63167 0.13677 -2.12705 -0.044 0.430 -0.093
C -4.61306 1.00773 -2.17747 0.125 0.391 0.290
H -5.09584 0.10892 -2.57978 0.376 0.263 0.248
C -5.41417 2.13589 -1.93533 0.221 0.122 -0.005
H -6.49635 2.13327 -2.15821 0.768 -0.101 0.125
C -4.81917 3.29278 -1.39934 0.153 -0.292 0.143
H -5.42139 4.18087 -1.19255 0.139 -0.331 0.002
C -3.44125 3.32451 -1.16055 -0.888 -0.313 -0.263
H -3.00224 4.23208 -0.72976 -0.209 -0.205 -0.254
C -0.00383 2.21944 -3.13249 0.336 -0.052 -0.159
C -0.80520 2.18427 -4.30084 0.468 0.098 -0.282
H -1.87549 2.41522 -4.23569 0.438 0.018 -0.045
C -0.23936 1.90975 -5.55318 0.070 -0.127 0.366
H -0.86140 1.96181 -6.44720 0.127 -0.121 0.230
C 1.12745 1.61424 -5.66456 -0.068 0.157 0.309
H 1.57496 1.42701 -6.65170 -0.221 0.115 0.564
C 1.91477 1.57546 -4.50386 -0.281 0.010 0.038
H 2.98382 1.37607 -4.59388 -0.301 -0.104 0.104
C 1.35201 1.83145 -3.24213 -0.212 0.441 -0.422
H 1.96264 1.75817 -2.33649 -0.130 0.135 -0.401
H -0.14197 3.78707 -0.55296 -0.500 -1.240 -0.358
H -0.97566 6.47361 -1.90263 0.291 -0.208 -0.280
O -1.71771 -0.03278 0.91071 -1.307 0.348 1.391
C -1.70068 0.17767 2.40431 -0.384 -0.248 -0.529
C -0.26267 0.39865 2.73811 0.452 -0.179 1.948
C 0.21574 0.43780 4.04259 -1.461 -0.157 -1.627
C 1.58057 0.60030 4.24721 0.571 0.224 1.212
C 2.42788 0.61850 3.12535 0.164 -0.440 -1.278
C 1.91634 0.41642 1.85308 1.564 0.356 1.479
N 0.56983 0.34486 1.66157 -1.017 -0.194 -2.407
H -2.60560 -0.14007 0.50779 0.841 0.099 0.347
H -2.33230 1.04008 2.65139 0.015 -0.256 -0.283
H -2.06370 -0.74047 2.90959 -0.109 0.482 -0.450
H -0.51536 0.27614 4.83122 0.267 0.275 0.135
H 1.97127 0.66974 5.26408 -0.024 0.000 -0.411
H 3.50629 0.69733 3.25917 -0.251 -0.028 -0.095
H 2.56188 0.26111 0.98514 -0.331 0.218 0.285
```
Forces are in eV/Å.

Values from the calculation:
**Kohn-Sham gap (alpha / beta)**: 0.1601 / 0.2125 hartree
**HOMO energy (alpha / beta)**: -4.46 / -5.54 eV
**Charge**: 0
**Energy relative to the best compared isomer or geometry (same formula, charge and spin)**: 363.3 kJ/mol
**Molecular weight**: 382.58 g/mol

No. 2
The following is a quantum chemistry calculation of C24H27Cl2N6NaOSe3Te as an isolated structure, from OMol25.

XYZ file:
```
65
Properties=species:S:1:pos:R:3:forces:R:3
Na -1.21473 1.13990 0.61008 -0.502 0.436 -0.349
C 1.70624 2.29297 4.00669 -0.002 0.050 -0.019
C 0.79451 1.71346 2.95774 -0.070 0.151 -0.110
N 0.41239 2.32156 1.91224 0.050 -0.364 0.253
C 0.78705 3.68561 1.59423 -0.023 0.134 0.006
C -0.09390 4.16715 0.44776 -0.022 0.070 0.076
N 0.18745 3.42808 -0.77881 0.054 -0.097 0.034
C -0.95693 3.38746 -1.69931 -0.047 -0.034 -0.038
C -0.98383 2.13728 -2.56988 -0.190 0.127 -0.123
N -1.05768 0.93952 -1.74674 0.375 -0.224 0.175
C -1.57977 -0.24544 -2.40847 -0.105 -0.013 -0.082
C -1.85277 -1.41871 -1.42490 -0.071 -0.064 -0.035
N -1.41783 -1.12170 -0.08085 0.253 -0.037 0.160
C -1.37700 -1.95973 0.86455 -0.002 0.017 -0.112
C -1.78251 -3.40528 0.79412 -0.042 0.000 -0.065
C -0.78228 -1.47056 2.15985 0.154 -0.071 0.162
C -0.52144 -2.30038 3.24860 -0.027 0.053 -0.048
C 0.16708 -1.77105 4.32803 -0.036 -0.039 -0.038
C 0.61580 -0.46082 4.29160 -0.033 0.065 -0.164
C 0.30850 0.30094 3.16406 -0.018 -0.094 0.109
N -0.41031 -0.20318 2.17847 0.211 -0.039 0.094
H 2.23586 3.16405 3.62840 -0.017 0.002 0.001
H 2.44054 1.55574 4.32755 0.026 -0.008 -0.008
H 1.12644 2.59528 4.88240 -0.007 -0.008 0.013
H 1.84276 3.71512 1.29467 -0.009 0.005 0.004
H 0.65263 4.34784 2.45749 0.009 -0.009 -0.049
H 0.07236 5.23654 0.27679 0.008 -0.007 0.034
H -1.14291 4.05353 0.76547 0.019 0.053 -0.008
H 0.44530 2.48592 -0.51252 0.115 -0.078 -0.064
H -0.92302 4.26990 -2.34814 -0.047 -0.011 0.024
H -1.91399 3.42366 -1.15772 0.038 -0.005 -0.061
H -0.13577 2.11975 -3.27475 0.014 -0.007 0.047
H -1.90607 2.19297 -3.15662 0.033 0.029 0.067
H -0.13064 0.67877 -1.41749 0.150 0.076 -0.082
H -0.89376 -0.59286 -3.20010 -0.053 -0.008 0.023
H -2.52499 0.03901 -2.87491 0.039 -0.014 -0.005
H -1.35413 -2.32416 -1.79186 -0.020 0.008 0.004
H -2.93191 -1.60156 -1.40834 0.013 -0.001 -0.016
H -2.26289 -3.63112 -0.15494 0.007 0.004 0.007
H -2.47947 -3.64444 1.59928 -0.014 -0.004 0.015
H -0.90282 -4.04339 0.90623 0.025 -0.016 0.001
H -0.81605 -3.33934 3.23920 -0.001 -0.015 0.017
H 0.38369 -2.39200 5.18838 0.008 -0.016 0.001
H 1.19063 -0.05577 5.11176 0.003 0.008 0.009
Cl 1.97637 -4.23692 1.63146 0.020 -0.024 0.059
C 2.06071 -3.52847 0.03226 -0.034 0.049 0.041
C 2.21050 -4.38235 -1.04940 -0.010 -0.064 -0.077
C 2.28405 -3.89800 -2.32941 0.000 0.025 0.040
Cl 2.49686 -5.01938 -3.66142 -0.002 -0.054 -0.045
C 2.20164 -2.50793 -2.57387 -0.024 -0.044 -0.026
C 2.26809 -1.93088 -3.86073 0.013 0.030 -0.010
C 2.19811 -0.57268 -3.99851 0.001 -0.034 0.024
C 2.04679 0.21214 -2.84406 0.030 0.055 -0.044
N 1.96265 -0.29230 -1.63650 0.011 0.115 -0.010
C 2.04272 -1.62654 -1.46994 0.071 -0.063 0.032
C 1.98857 -2.10804 -0.06655 -0.090 0.060 -0.059
O 1.88224 -1.32948 0.89081 0.108 -0.083 0.118
H 2.27179 -5.44904 -0.87323 -0.001 0.003 -0.008
H 2.37715 -2.57565 -4.72296 -0.001 0.005 0.001
H 2.24674 -0.10085 -4.97147 -0.001 -0.005 -0.014
H 1.98634 1.29389 -2.92333 -0.020 -0.007 0.007
Se -4.66258 0.88517 -1.02265 -0.216 0.276 0.304
Se -4.72607 2.87283 -2.21431 0.089 -0.140 -0.010
Te -4.24298 3.62367 2.14411 0.057 -0.094 -0.098
Se -3.88952 1.26032 1.29044 -0.248 -0.008 -0.086
```
Forces are in eV/Å.

Values from the calculation:
**Kohn-Sham gap**: 0.1426 hartree
**HOMO energy**: -0.34 eV
**Charge**: -2
**Energy relative to the best compared isomer or geometry (same formula, charge and spin)**: 0.0 kJ/mol
**Molecular weight**: 873.90 g/mol

No. 3
The following is a quantum chemistry calculation of C24H27ClN3O7PtS as an isolated structure, from OMol25.

XYZ file:
```
64
Properties=species:S:1:pos:R:3:forces:R:3
Pt -0.95882 0.29347 -1.05505 0.336 -1.651 1.194
C -2.84872 3.59244 -1.46953 0.166 -0.075 -0.223
C -1.88582 2.90781 -0.54221 -0.762 0.790 0.018
O -0.73370 2.62319 -0.83200 0.531 -0.137 0.248
N -2.34875 2.71443 0.72331 -0.044 -0.240 0.554
C -1.52631 2.03331 1.70234 0.254 0.174 -0.227
C -1.86078 0.56775 1.81123 -0.359 -0.125 -1.359
C -1.99004 -0.04235 3.03554 -0.349 -0.731 0.594
C -2.45909 -1.35403 3.13199 0.018 0.403 -1.104
C -2.89318 -1.95952 1.94532 -0.108 0.003 1.335
C -2.73158 -1.30853 0.75523 0.367 1.261 -0.787
N -2.11767 -0.09269 0.63603 0.398 -1.042 1.717
H -2.36006 3.66980 -2.44288 -0.155 0.006 0.102
H -3.14012 4.56793 -1.08149 0.047 0.083 0.149
H -3.73118 2.96511 -1.57909 -0.048 -0.023 -0.050
H -3.34533 2.73330 0.87754 0.083 0.094 -0.128
H -1.64609 2.52481 2.67350 0.038 -0.198 -0.042
H -0.49185 2.14851 1.36388 -0.114 -0.033 0.119
H -1.74703 0.50784 3.93278 0.075 0.116 0.025
H -2.52825 -1.85423 4.08344 -0.042 -0.073 0.128
H -3.37270 -2.92656 1.95888 0.034 -0.091 -0.042
H -3.09450 -1.74039 -0.16508 0.256 -0.036 -0.100
Cl 5.30853 5.63428 1.96918 0.013 0.047 -0.023
C 4.35501 4.19228 1.78979 -0.311 -0.251 -0.054
C 3.26147 4.19023 0.92626 0.515 0.330 0.283
C 2.50699 3.04645 0.79681 -0.048 -0.917 0.229
C 2.84766 1.88407 1.51126 0.969 1.328 0.115
C 3.96040 1.91203 2.37093 -0.732 -0.304 -0.441
C 4.70101 3.06075 2.51981 0.135 0.508 -0.086
C 2.08668 0.66085 1.30125 -1.736 -1.773 -0.391
O 2.73079 -0.45712 1.68668 0.299 0.979 0.143
O 0.94977 0.61623 0.82750 2.096 0.592 1.303
H 3.02919 5.07803 0.35732 -0.045 0.034 -0.025
H 1.67337 3.00618 0.11152 -0.191 -0.002 -0.093
H 4.22485 1.01643 2.90989 0.046 -0.086 0.031
H 5.55389 3.09314 3.18076 0.050 -0.002 0.046
C 2.02407 -1.70555 -1.16651 0.085 0.309 -0.193
N 1.74611 -2.42211 0.07443 0.151 0.052 0.384
C 2.35577 -3.73748 0.03123 0.087 -0.037 0.071
C 0.31174 -2.45189 0.41045 -0.405 0.139 -0.048
C -0.56063 -2.73092 -0.78479 0.065 -0.044 0.081
C -0.81951 -4.04370 -1.16609 0.015 -0.026 0.100
C -1.48991 -4.31886 -2.34578 -0.031 -0.228 -0.012
C -1.87304 -3.27223 -3.16678 -0.011 0.098 0.040
C -1.63691 -1.95811 -2.78517 -0.169 -0.254 -0.271
C -1.01581 -1.67194 -1.57774 0.109 0.865 0.522
H 3.07982 -1.43082 -1.18410 0.104 -0.047 -0.018
H 1.42063 -0.79577 -1.22293 0.106 -0.128 0.020
H 1.79835 -2.30985 -2.05410 -0.014 0.032 0.042
H 2.30863 -1.25647 1.26429 -0.273 -0.406 -0.449
H 1.96840 -4.36634 -0.78469 -0.023 0.072 0.049
H 2.19979 -4.24864 0.98216 -0.023 -0.065 0.008
H 3.42986 -3.61389 -0.11689 0.037 -0.056 -0.026
H 0.05877 -1.46357 0.80812 0.048 -0.190 -0.065
H 0.16000 -3.19687 1.19697 0.086 -0.061 0.004
H -0.49669 -4.85078 -0.51822 0.036 -0.110 0.007
H -1.70194 -5.34192 -2.62706 0.001 -0.087 -0.015
H -2.37651 -3.47073 -4.10186 -0.038 -0.030 -0.130
H -1.93195 -1.15123 -3.44051 -0.100 -0.080 -0.019
O -2.42216 1.00671 -2.58537 -0.405 1.252 -2.125
S -1.26428 1.29305 -3.53199 -2.774 0.140 -1.272
O -1.44939 0.52511 -4.74982 0.366 -0.188 -0.344
O -0.03069 0.76113 -2.80192 0.617 -0.301 0.578
O -1.17059 2.71844 -3.77801 0.666 0.421 -0.079
```
Forces are in eV/Å.

Values from the calculation:
**Kohn-Sham gap**: 0.1845 hartree
**HOMO energy**: -2.89 eV
**Charge**: -1
**Molecular weight**: 732.09 g/mol

No. 4
The following is a quantum chemistry calculation of C24H27IrN6O3S as an isolated structure, from OMol25.

XYZ file:
```
62
Properties=species:S:1:pos:R:3:forces:R:3
Ir -0.09293 -0.05750 0.10911 -2.881 -0.870 1.162
N -3.38152 2.76510 0.93281 0.030 -0.183 0.108
C -2.54371 1.73808 0.60669 0.071 0.482 0.386
S -0.91463 1.86167 1.20996 0.697 -0.218 -0.422
N -3.02365 0.76494 -0.07550 -0.226 -0.253 -0.347
N -2.11253 -0.23042 -0.38584 1.256 0.927 -0.741
C -2.64502 -1.26573 -0.94180 -0.188 -0.180 0.070
C -1.99947 -2.43520 -1.43601 -0.128 -0.083 -0.019
C -2.82264 -3.38550 -2.08235 -0.036 0.037 -0.025
C -2.32256 -4.55063 -2.59518 0.062 -0.008 -0.002
C -0.94351 -4.79588 -2.47617 -0.037 0.033 0.029
C -0.12159 -3.89537 -1.85101 0.104 -0.042 0.014
C -0.62113 -2.69446 -1.29202 0.183 0.067 -0.169
O 0.21730 -1.91766 -0.67379 0.613 -0.035 0.095
H -2.98650 3.60785 1.30475 -0.012 0.035 -0.071
H -4.27345 2.80105 0.47215 -0.003 0.037 -0.001
H -3.72662 -1.22568 -1.04214 0.005 0.046 0.072
H -3.87986 -3.16325 -2.17934 0.014 -0.001 0.036
H -2.97181 -5.26238 -3.08565 0.015 0.005 -0.006
H -0.52149 -5.70693 -2.88314 -0.003 0.017 -0.008
H 0.94466 -4.06681 -1.77099 -0.020 -0.031 0.016
C -0.81086 2.18762 -4.97349 0.038 -0.066 0.088
N -1.21363 1.56851 -3.73107 -0.309 0.155 0.009
C -1.14256 0.12393 -3.79526 0.129 0.095 -0.079
C -0.65648 2.15731 -2.51427 0.176 -0.273 -0.169
C 0.77356 1.74668 -2.21794 0.096 0.141 -0.009
C 1.80306 2.30287 -2.98080 0.026 -0.049 0.101
C 3.12413 1.91213 -2.82105 -0.014 0.023 -0.061
C 3.43969 0.94649 -1.87932 0.020 0.003 0.006
C 2.43400 0.40446 -1.09074 0.113 -0.079 0.039
C 1.11135 0.80566 -1.23904 -0.750 0.089 -0.105
H -1.44086 1.80453 -5.77941 0.012 0.017 -0.010
H 0.23786 1.98544 -5.24653 -0.021 -0.001 -0.032
H -0.95578 3.26788 -4.91293 0.028 0.002 -0.019
H -1.91465 -0.25225 -4.47141 0.038 -0.016 -0.023
H -1.31528 -0.29449 -2.81016 0.008 -0.014 0.007
H -0.16489 -0.24268 -4.14922 -0.003 -0.016 0.042
H -1.28593 1.86270 -1.68025 -0.078 0.034 0.014
H -0.72300 3.24246 -2.61797 0.026 0.009 0.032
H 1.55814 3.06657 -3.70994 0.008 0.007 0.020
H 3.90015 2.35770 -3.43047 -0.001 -0.008 0.003
H 4.46258 0.61188 -1.75720 -0.007 0.015 0.028
H 2.69375 -0.34730 -0.34976 -0.008 -0.003 -0.018
O 0.67949 3.37861 6.37775 0.006 -0.023 0.000
C 0.99475 2.07329 6.80623 0.006 -0.040 0.010
N 1.04765 1.29350 5.59064 -0.068 0.116 0.008
C 1.46774 0.01360 5.61106 0.001 -0.041 0.019
O 1.80391 -0.54308 6.64339 0.016 0.006 -0.027
C 1.52170 -0.70197 4.29116 -0.077 0.001 0.065
C 2.32811 -1.82601 4.18096 0.056 -0.035 0.007
C 2.38765 -2.49375 2.97207 0.015 -0.047 0.008
C 1.66544 -2.00156 1.89919 -0.075 -0.014 0.071
N 0.87977 -0.92301 2.00304 0.998 0.131 -0.021
C 0.79147 -0.30527 3.18604 -0.010 0.015 -0.062
H 0.57834 3.94794 7.14534 0.001 -0.019 0.003
H 0.23429 1.66602 7.47805 -0.051 0.002 0.005
H 1.96101 2.02434 7.31445 0.048 0.017 -0.006
H 0.84319 1.79300 4.74046 0.024 -0.042 -0.024
H 2.89009 -2.15322 5.04618 -0.034 -0.007 0.006
H 2.99123 -3.38231 2.85184 0.020 0.022 -0.016
H 1.68193 -2.47468 0.92507 0.009 0.039 -0.016
H 0.08054 0.51114 3.23076 0.078 0.072 -0.071
```
Forces are in eV/Å.

Values from the calculation:
**Kohn-Sham gap (alpha / beta)**: 0.2484 / 0.2483 hartree
**HOMO energy (alpha / beta)**: -7.43 / -7.43 eV
**Charge**: 0
**Energy relative to the best compared isomer or geometry (same formula, charge and spin)**: 0.0 kJ/mol
**Molecular weight**: 671.80 g/mol